# 1
This record from OMol25 describes a structure of composition C6H18F10K4N5O28P2S10 in a non-equilibrium geometry. The level of theory is wB97M-V/def2-TZVPD.

Geometry as XYZ:
```
83
Properties=species:S:1:pos:R:3:lowdin_charge:R:1
K -2.881 0.853 6.157 0.9771
K 2.580 -2.399 -6.030 0.9854
K 4.633 -2.778 0.067 0.9919
K -2.496 8.154 -1.324 0.9955
N -2.656 -3.735 8.212 -0.3062
S -3.260 -5.205 7.540 0.6257
O -4.702 -5.358 7.105 -0.3278
O -2.756 -6.502 7.904 -0.2912
F -2.674 -4.936 6.052 -0.2430
S -3.241 -3.876 9.595 0.4228
O -2.633 -4.870 10.502 -0.3187
O -4.673 -3.736 9.682 -0.3040
F -2.792 -2.405 10.170 -0.2452
N -4.571 5.103 -10.274 -0.2708
S -3.359 5.633 -9.178 0.6081
O -2.102 6.090 -9.680 -0.2881
O -3.430 4.976 -7.824 -0.3488
F -4.280 6.952 -8.873 -0.2552
S -3.715 4.024 -10.911 0.4158
O -3.253 2.912 -10.121 -0.3011
O -2.903 4.535 -12.017 -0.3206
F -5.075 3.447 -11.581 -0.2386
N -10.180 -2.492 2.072 -0.2656
S -11.224 -1.706 2.625 0.3635
O -11.785 -0.657 1.825 -0.2872
O -11.312 -1.710 4.074 -0.2908
F -12.269 -2.907 2.196 -0.2617
S -8.948 -1.467 2.424 0.5563
O -8.554 -1.401 3.825 -0.3107
O -8.832 -0.242 1.657 -0.2899
F -7.762 -2.448 1.974 -0.2125
N -0.061 -0.351 -2.121 -0.3155
S -1.326 -0.545 -1.348 0.4283
O -2.600 -0.162 -1.946 -0.2837
O -1.199 -0.379 0.078 -0.3064
F -1.293 -2.187 -1.370 -0.2444
S -0.187 1.248 -2.539 0.5767
O -1.130 2.191 -1.810 -0.3164
O 0.175 1.484 -3.890 -0.2942
F 1.149 1.744 -1.851 -0.2221
N 1.853 3.479 6.537 -0.2960
S 2.205 4.334 7.680 0.4534
O 1.405 5.547 7.924 -0.3265
O 3.610 4.376 8.112 -0.3218
F 1.564 3.350 8.878 -0.2683
S 2.147 4.577 5.318 0.5008
O 3.358 5.313 5.491 -0.2734
O 0.988 5.169 4.853 -0.2443
F 2.607 3.434 4.276 -0.2155
C 4.332 7.728 -3.459 -0.0758
O 5.466 8.162 -2.649 -0.2298
P 5.270 8.489 -1.073 0.4626
O 3.880 8.782 -0.592 -0.2589
O 6.327 9.640 -0.728 -0.2222
C 6.714 9.865 0.621 -0.0909
O 5.872 7.122 -0.426 -0.2223
C 7.000 6.477 -0.830 -0.1624
H 3.359 8.053 -3.090 0.0770
H 4.455 6.646 -3.501 0.0893
H 4.284 8.091 -4.486 0.0834
H 7.734 10.243 0.675 0.0908
H 6.684 8.972 1.246 0.0912
H 5.995 10.615 0.950 0.0961
H 7.495 6.108 0.069 0.0873
H 7.715 7.076 -1.395 0.0990
H 6.771 5.483 -1.215 0.0877
C 0.477 -10.013 0.332 -0.1063
O 1.407 -10.549 -0.570 -0.1985
P 2.062 -9.852 -1.862 0.4589
O 2.119 -8.372 -1.888 -0.2615
O 1.350 -10.526 -3.164 -0.2188
C 1.890 -10.393 -4.519 -0.0809
O 3.510 -10.577 -1.881 -0.2174
C 4.518 -10.165 -1.125 -0.1858
H 0.896 -9.815 1.319 0.0909
H -0.116 -10.887 0.600 0.0910
H -0.201 -9.216 0.027 0.1008
H 1.068 -9.988 -5.110 0.0897
H 2.179 -11.284 -5.076 0.0809
H 2.861 -9.900 -4.557 0.0797
H 4.690 -11.044 -0.505 0.0968
H 4.323 -9.239 -0.583 0.0934
H 5.457 -10.205 -1.676 0.0900
```

## Properties
Max |F|, eV Å⁻¹: 12.8
E_tot, Eh: -10682.7046
Total charge: -1
Lowest unoccupied orbital energy, eV: -3.1

# 2
This record from OMol25 describes a structure of composition C6H18IO5 in a non-equilibrium geometry. The level of theory is wB97M-V/def2-TZVPD.

Geometry as XYZ:
```
30
Properties=species:S:1:pos:R:3:lowdin_charge:R:1
I 0.221 -0.686 -0.772 1.2924
C -1.295 -4.082 0.037 -0.0982
C -1.929 -2.896 0.718 -0.3839
O -0.908 -2.033 1.024 -0.2950
H -2.010 -4.904 0.064 0.0569
H -0.346 -4.361 0.494 0.0775
H -1.214 -3.612 -0.943 0.0525
H -2.547 -3.179 1.570 0.0957
H -2.532 -2.227 0.103 0.1063
H -0.594 -1.412 0.362 -0.4117
C -1.350 3.124 -2.692 -0.2632
C -0.471 1.802 -2.733 -0.2928
O -1.222 0.645 -2.469 -0.2660
O -1.584 3.614 -1.403 -0.0691
H -2.310 2.908 -3.161 0.0998
H -1.003 3.913 -3.359 0.0971
H 0.386 1.883 -2.063 0.0716
H -0.259 1.764 -3.801 0.0948
H -0.709 0.086 -1.880 -0.4231
H -1.579 4.574 -1.415 0.0708
C 2.721 1.120 2.455 -0.2504
C 2.312 -0.118 1.694 -0.2996
O 0.895 -0.241 1.693 -0.2471
O 2.304 1.111 3.838 -0.0814
H 2.307 1.997 1.958 0.1162
H 3.808 1.181 2.518 0.1066
H 2.680 -0.985 2.241 0.1157
H 2.799 0.010 0.727 0.0849
H 0.631 -0.850 1.000 -0.2189
H 2.799 1.852 4.196 0.0616
```

## Properties
Max |F|, eV Å⁻¹: 9.9
E_tot, Eh: -913.0926
Total charge: -1
Lowest unoccupied orbital energy, eV: 3.1

# 3
This record from OMol25 describes a cluster of 4 separate species, C6H18IO5 in total in a non-equilibrium geometry. The level of theory is wB97M-V/def2-TZVPD.

Geometry as XYZ:
```
30
Properties=species:S:1:pos:R:3:mulliken_spin:R:1
I -11.893 -0.662 -9.924 1.0030
C -15.053 -2.252 -7.633 0.0072
C -14.671 -3.504 -8.437 0.0038
O -14.768 -3.298 -9.753 -0.0001
H -15.394 -2.435 -6.614 0.0012
H -15.613 -1.548 -8.249 -0.0030
H -14.179 -1.670 -7.341 -0.0011
H -15.208 -4.410 -8.158 0.0007
H -13.590 -3.642 -8.413 -0.0012
H -14.115 -2.657 -10.044 -0.0059
C -15.249 2.398 -6.519 0.0000
C -14.317 1.674 -7.488 0.0055
O -15.018 0.876 -8.440 0.0014
O -14.583 3.065 -5.503 0.0000
H -15.914 1.667 -6.059 -0.0002
H -15.924 3.169 -6.890 0.0004
H -13.659 1.024 -6.911 -0.0003
H -13.547 2.208 -8.044 0.0016
H -14.367 0.651 -9.109 -0.0058
H -15.164 3.124 -4.741 -0.0001
C -10.529 -4.379 -11.133 0.0057
C -9.771 -5.528 -11.627 -0.0002
O -10.615 -6.192 -12.502 0.0002
O -10.262 -3.220 -11.886 0.0001
H -9.919 -4.191 -10.249 0.0001
H -11.572 -4.672 -11.012 0.0002
H -9.691 -6.264 -10.827 -0.0001
H -8.816 -5.244 -12.067 0.0002
H -10.670 -5.863 -13.402 0.0000
H -10.753 -2.565 -11.385 -0.0131
```

## Properties
Spin multiplicity: 2
Max |F|, eV Å⁻¹: 4.8
E_tot, Eh: -913.1450
Total charge: 0
Lowest unoccupied orbital energy (spin up / spin down), eV: 0.3 / -4.4
Expectation value of S²: 0.753

# 4
This record from OMol25 describes a cluster of 4 separate species, C6H18IO6 in total in a non-equilibrium geometry. The level of theory is wB97M-V/def2-TZVPD.

Geometry as XYZ:
```
31
Properties=species:S:1:pos:R:3:lowdin_charge:R:1
I 19.485 -11.434 28.959 -0.2046
C 21.873 -14.960 27.780 -0.2734
C 21.785 -16.477 27.820 -0.2434
O 22.454 -16.977 28.987 -0.0779
O 21.718 -14.374 29.047 -0.1024
H 21.073 -14.606 27.124 0.0975
H 22.827 -14.693 27.305 0.1113
H 22.223 -16.903 26.914 0.1079
H 20.742 -16.806 27.858 0.1123
H 22.547 -17.926 28.868 0.0681
H 21.291 -13.510 28.911 -0.0660
C 18.227 -13.330 25.139 -0.2837
C 17.880 -14.463 24.193 -0.2608
O 19.011 -14.846 23.424 -0.0668
O 18.965 -13.732 26.263 -0.1221
H 17.281 -12.844 25.428 0.1182
H 18.744 -12.545 24.564 0.1211
H 17.071 -14.042 23.584 0.1101
H 17.523 -15.317 24.781 0.1182
H 18.720 -15.479 22.762 0.0726
H 19.149 -12.924 26.783 -0.0751
C 20.691 -8.687 25.401 -0.2476
C 20.358 -8.213 24.030 -0.2592
O 19.384 -7.163 23.934 -0.0842
O 19.578 -9.477 25.874 -0.1463
H 20.902 -7.921 26.155 0.1226
H 21.554 -9.368 25.317 0.1193
H 19.983 -9.017 23.393 0.1176
H 21.249 -7.805 23.540 0.1154
H 18.555 -7.483 24.304 0.0769
H 19.758 -9.737 26.796 -0.0757
```

## Properties
Max |F|, eV Å⁻¹: 1.9
E_tot, Eh: -988.5931
Total charge: -1
Lowest unoccupied orbital energy, eV: 2.9

# 5
This record from OMol25 describes a cluster of 2 separate species, C6H18N in total in a non-equilibrium geometry. The level of theory is wB97M-V/def2-TZVPD.

Geometry as XYZ:
```
25
Properties=species:S:1:pos:R:3:lowdin_charge:R:1
C 2.069 -1.974 0.239 -0.1637
C 0.816 -2.696 0.676 -0.0751
N 1.868 -0.477 -0.056 0.1965
H 2.899 -2.137 0.915 0.1288
H 2.277 -2.371 -0.758 0.1254
H 0.563 -3.401 -0.111 0.0892
H -0.100 -2.201 1.015 0.0777
H 1.250 -0.179 0.725 0.1168
H 2.695 0.127 -0.029 0.1757
H 1.468 -0.381 -0.986 0.1537
H 1.078 -3.223 1.601 0.0932
C -0.879 1.406 -0.461 -0.4533
C -0.607 1.163 1.079 -0.1042
C -1.478 0.168 -1.070 -0.0946
C -1.950 2.565 -0.476 -0.0713
H -0.005 1.863 -0.925 0.1141
H -1.552 1.460 1.530 0.0766
H -0.916 -0.770 -0.864 0.0519
H -2.490 0.046 -0.686 0.0956
H -1.385 0.095 -2.144 0.0801
H -1.745 2.999 -1.452 0.0801
H -2.981 2.251 -0.330 0.0861
H -1.698 3.273 0.310 0.0763
H 0.213 1.769 1.490 0.0852
H -0.559 0.145 1.505 0.0592
```

## Properties
Max |F|, eV Å⁻¹: 2.7
E_tot, Eh: -293.8664
Total charge: +1
Lowest unoccupied orbital energy, eV: -3.5

# 6
This record from OMol25 describes a cluster of 2 separate species, C6H18N2P in total in a non-equilibrium geometry. The level of theory is wB97M-V/def2-TZVPD.

Geometry as XYZ:
```
27
Properties=species:S:1:pos:R:3:lowdin_charge:R:1
C -1.413 0.386 1.598 -0.0465
C -1.293 2.467 -0.114 -0.0142
C 1.543 -2.559 0.127 0.0225
C -2.126 -0.337 -1.159 0.0048
C -0.724 1.025 0.347 -0.3547
C 0.390 -0.857 -1.023 -0.1578
N 0.874 -1.397 0.062 -0.0944
N -0.705 0.161 -0.869 -0.1224
P 3.422 0.305 0.152 0.7123
H -0.787 0.365 2.505 0.0874
H -2.230 1.106 1.892 0.1021
H -1.680 -0.699 1.457 0.0933
H -2.383 2.453 0.148 0.0920
H -1.005 2.794 -1.109 0.0781
H -0.740 3.169 0.588 0.1100
H 2.598 0.985 -0.683 -0.1916
H 1.777 -3.007 1.086 0.0797
H 1.717 -3.253 -0.675 0.0844
H -2.466 -1.279 -0.628 0.1278
H -2.781 0.481 -1.118 0.0715
H -2.235 -0.654 -2.241 0.1230
H 0.361 1.104 0.737 0.1408
H 0.223 -1.532 -1.815 0.1184
H 0.471 -1.091 0.911 0.1165
H -0.630 0.871 -1.684 0.1908
H 3.596 1.547 0.697 -0.1763
H 4.616 0.489 -0.390 -0.1974
```

## Properties
Max |F|, eV Å⁻¹: 4.4
E_tot, Eh: -689.8324
Total charge: +1
Lowest unoccupied orbital energy (spin up / spin down), eV: -3.1 / -3.2

# 7
This record from OMol25 describes a cluster of 2 separate species, C6H18N3 in total in a non-equilibrium geometry. The level of theory is wB97M-V/def2-TZVPD.

Geometry as XYZ:
```
27
Properties=species:S:1:pos:R:3:mulliken_spin:R:1
C -1.689 1.454 0.585 0.0414
C -2.274 0.755 1.801 0.0534
C -1.617 -0.305 -1.272 0.7494
N -1.029 0.512 -0.333 0.0756
N -2.916 -0.850 -1.151 0.0807
N -0.966 -0.495 -2.506 0.1046
H -2.512 1.923 0.040 0.0008
H -0.913 2.161 0.842 -0.0308
H -1.572 0.076 2.285 -0.0006
H -3.124 0.153 1.567 0.0003
H -0.027 0.563 -0.361 -0.0402
H -3.290 -0.920 -0.228 -0.0059
H -3.246 -1.318 -1.968 -0.0025
H -0.292 0.195 -2.783 -0.0197
H -1.266 -1.109 -3.241 -0.0031
H -2.642 1.477 2.536 -0.0104
C 3.223 -0.582 0.567 -0.0055
C 2.365 -1.422 -0.346 0.0128
C 2.616 0.750 1.011 -0.0046
H 3.523 -1.123 1.455 -0.0011
H 4.069 -0.268 -0.026 -0.0002
H 1.399 -1.710 0.095 -0.0022
H 1.676 0.640 1.568 0.0060
H 3.261 1.395 1.615 0.0002
H 2.851 -2.364 -0.618 0.0010
H 2.039 -0.973 -1.288 -0.0049
H 2.355 1.385 0.155 0.0056
```

## Properties
Spin multiplicity: 2
Max |F|, eV Å⁻¹: 1.7
E_tot, Eh: -403.5750
Total charge: 0
Lowest unoccupied orbital energy (spin up / spin down), eV: 1.0 / 0.9
Expectation value of S²: 0.753

# 8
This record from OMol25 describes a cluster of 2 separate species, C6H18N3 in total in a non-equilibrium geometry. The level of theory is wB97M-V/def2-TZVPD.

Geometry as XYZ:
```
27
Properties=species:S:1:pos:R:3:lowdin_charge:R:1
C 0.324 -1.539 0.430 -0.0757
C 1.339 -0.682 -1.643 -0.0370
C 2.391 -0.197 0.635 -0.0582
C 0.897 2.242 -0.447 0.0285
C 1.092 -0.274 -0.150 -0.5468
C 0.268 0.966 -0.006 -0.2198
N -3.180 -0.955 0.397 0.0776
N -0.979 0.858 0.319 0.0139
N -1.851 1.876 0.294 0.0860
H 0.962 -2.438 0.525 0.0911
H -0.536 -1.844 -0.253 0.0850
H -0.145 -1.495 1.444 0.0969
H 1.898 0.082 -2.210 0.0852
H 0.379 -0.925 -2.227 0.1081
H 1.845 -1.733 -1.639 0.1264
H 3.290 0.387 0.196 0.1199
H 2.168 0.074 1.625 0.0722
H 2.788 -1.301 0.544 0.1271
H 0.361 3.000 0.171 0.0870
H 0.789 2.251 -1.530 0.1111
H 2.036 2.292 0.001 0.1596
H -3.707 -0.879 1.246 0.0605
H -2.945 -1.918 0.316 0.0436
H -1.593 0.020 0.245 0.0995
H -3.735 -0.775 -0.367 0.0246
H -2.696 1.490 0.681 0.0861
H -1.634 2.699 0.917 0.1478
```

## Properties
Max |F|, eV Å⁻¹: 4.1
E_tot, Eh: -403.3764
Total charge: +1
Lowest unoccupied orbital energy, eV: -3.3